# C2H4BFO

A cluster of 2 separate species, C2H4BFO in total (the ωB97M-V functional and the def2-TZVPD basis, the Open Molecules 2025 dataset).

## Properties
orbital gap	8.26	eV
energy relative to the best compared isomer or geometry (same formula, charge and spin)	423.2	kJ/mol
lowest unoccupied orbital energy	-0.89	eV

Last column: Mulliken charge in e.
Geometry (Å):
B1 1.48626 0.29809 0.68151  0.225
C1 -1.17279 -0.69719 -0.06918  -0.038
C2 -0.48635 0.45318 -0.67228  -0.130
O1 -2.05097 -0.65755 0.72825  -0.459
F1 -0.92643 1.67292 -0.38307  -0.230
H1 1.67227 1.00527 1.49735  0.008
H2 2.29218 -0.59526 0.22164  0.000
H3 -0.87849 -1.77454 -0.30045  0.327
H4 0.06431 0.29507 -1.70377  0.298

***

# C35H30BrCl3IrN3O4P

A structure of composition C35H30BrCl3IrN3O4P (the ωB97M-V functional and the def2-TZVPD basis, the Open Molecules 2025 dataset).

## Properties
orbital gap (spin up / spin down)	6.10 / 2.80	eV
energy relative to the best compared isomer or geometry (same formula, charge and spin)	132.7	kJ/mol
lowest unoccupied orbital energy (spin up / spin down)	-11.44 / -14.75	eV
charge	+4
spin multiplicity	6

Last column: Mulliken charge in e.
Geometry (Å):
Ir1 -1.26304 -1.44704 -0.76877  2.413
C1 1.75596 -2.62449 0.17130  -1.228
O1 0.73512 -1.63353 0.51483  0.163
C2 0.92648 -0.91373 1.64031  -0.470
C3 2.15087 -0.80369 2.25360  0.121
C4 2.26702 0.00636 3.38844  -0.881
Br1 3.90858 0.21883 4.19831  0.197
C5 1.14348 0.66630 3.93461  -0.579
C6 -0.10960 0.51760 3.35212  1.051
C7 -0.21018 -0.24346 2.17677  0.829
O2 -1.38010 -0.38008 1.49216  -0.885
C8 -1.22479 1.15233 4.06902  -0.427
N1 -1.00045 2.20900 4.86176  -0.620
C9 -2.17068 2.48873 5.43781  0.819
C10 -2.47834 3.52726 6.38019  -0.637
C11 -3.76110 3.59530 6.83857  -0.632
C12 -4.73536 2.67187 6.39299  -0.367
C13 -4.46302 1.64290 5.44646  -0.809
C14 -3.18062 1.57746 4.99614  0.579
N2 -2.51585 0.74862 4.08549  0.127
H1 1.93119 -3.27532 1.02738  0.527
H2 2.67056 -2.11813 -0.13121  0.351
H3 1.35150 -3.18661 -0.66404  0.282
H4 3.02287 -1.30637 1.86267  0.762
H5 1.23660 1.27283 4.82726  0.687
H6 -1.88209 0.45498 1.51318  0.411
H7 -1.70380 4.20979 6.70456  0.503
H8 -4.04873 4.35375 7.55366  0.465
H9 -5.74158 2.74563 6.78828  0.453
H10 -5.24794 0.96666 5.13490  0.468
H11 -2.87732 -0.12328 3.72694  0.242
Cl1 -5.80280 -0.26165 -3.70290  -0.024
C15 -5.73387 -1.43644 -2.39765  0.961
Cl2 -6.05501 -3.07130 -2.96074  -0.033
Cl3 -6.79328 -0.98867 -1.06015  -0.053
C16 -4.35093 -1.42257 -1.87244  -0.021
N3 -3.27645 -1.40951 -1.47756  -0.587
O3 -0.44658 0.18732 -1.85610  -1.097
P1 1.00505 0.32197 -2.37016  0.938
C17 1.10437 1.65454 -3.56661  0.609
C18 0.36307 1.53281 -4.75039  -0.574
C19 0.43487 2.51456 -5.72538  -0.759
C20 1.25422 3.61867 -5.53705  -0.548
C21 1.99424 3.74144 -4.36824  -0.754
C22 1.92369 2.75882 -3.38124  -0.204
C23 2.08545 0.73492 -1.00318  1.108
C24 3.37248 0.22310 -0.84095  -0.562
C25 4.18034 0.69399 0.18756  -0.977
C26 3.70927 1.67599 1.05023  -0.775
C27 2.42057 2.17815 0.90347  -1.032
C28 1.60766 1.70913 -0.11813  -0.615
C29 1.47248 -1.18582 -3.21760  0.587
C30 2.75335 -1.35871 -3.74586  -0.567
C31 3.08366 -2.53868 -4.39526  -0.900
C32 2.13791 -3.54522 -4.54186  -0.616
C33 0.84451 -3.36457 -4.06757  -0.964
C34 0.51613 -2.18686 -3.41534  -0.295
H12 -0.26563 0.66529 -4.91733  0.378
H13 -0.14603 2.40282 -6.63031  0.443
H14 1.32618 4.38729 -6.29420  0.438
H15 2.63194 4.60079 -4.21582  0.452
H16 2.52253 2.87800 -2.48716  0.313
H17 3.76353 -0.52330 -1.52042  0.403
H18 5.18968 0.31666 0.29357  0.479
H19 4.35725 2.06808 1.82461  0.789
H20 2.06567 2.96259 1.56058  0.607
H21 0.61865 2.13161 -0.25953  0.642
H22 3.49038 -0.56705 -3.67979  0.592
H23 4.07644 -2.66704 -4.80507  0.488
H24 2.39916 -4.45828 -5.06012  0.468
H25 0.09493 -4.12480 -4.24430  0.512
H26 -0.52942 -2.00088 -3.15289  0.839
C35 -1.35212 -4.37393 0.81636  -0.572
O4 -1.27703 -3.68244 -0.46460  -0.500
H27 -0.98454 -5.38979 0.69495  0.315
H28 -2.37707 -4.37848 1.18078  0.334
H29 -0.70774 -3.82863 1.50048  0.138
H30 -1.80677 -4.16439 -1.11439  0.281

***

# C2H8NO

A cluster of 2 separate species, C2H8NO in total (the ωB97M-V functional and the def2-TZVPD basis, the Open Molecules 2025 dataset).

## Properties
orbital gap	5.93	eV
energy relative to the best compared isomer or geometry (same formula, charge and spin)	508.2	kJ/mol
lowest unoccupied orbital energy	-9.46	eV
charge	+1

Last column: Mulliken charge in e.
Geometry (Å):
C1 -0.02474 -1.65010 0.35643  -0.661
C2 0.87606 0.33529 -0.48207  -0.733
N1 -0.15808 -0.24221 0.25638  -0.047
H1 -0.91953 -2.06319 0.81647  0.352
H2 -0.06706 -2.11700 -0.64555  0.372
H3 0.96138 -1.86344 0.78550  0.336
H4 1.89633 0.13146 -0.12442  0.389
H5 0.93068 -0.10294 -1.50139  0.404
H6 0.69162 1.38403 -0.60732  0.359
H7 -1.83701 2.74917 0.58361  0.341
H8 -1.09654 1.27803 0.45692  0.509
O1 -1.25310 2.16091 0.10545  -0.621

***

# C5H37NO13

A cluster of 13 separate species, C5H37NO13 in total (the ωB97M-V functional and the def2-TZVPD basis, the Open Molecules 2025 dataset).

## Properties
orbital gap	9.43	eV
energy relative to the best compared isomer or geometry (same formula, charge and spin)	174.6	kJ/mol
lowest unoccupied orbital energy	-0.07	eV

Last column: Mulliken charge in e.
Geometry (Å):
C1 -0.03072 -0.98113 -1.91671  -0.414
O1 -1.43360 -1.12671 -1.56465  -0.571
C2 0.40586 0.40823 -1.37253  -0.195
C3 1.66945 0.92626 -2.07336  0.650
C4 2.83380 -0.09951 -2.04082  -1.621
C5 1.39116 1.33854 -3.52083  -1.651
N1 0.56277 0.50146 0.06402  0.253
H1 -0.08185 -1.00554 -3.01058  0.379
H2 0.60300 -1.71590 -1.42422  0.007
H3 -1.73989 -2.06491 -1.68762  0.330
H4 -0.46768 1.00107 -1.66192  0.343
H5 1.99325 1.81249 -1.51351  0.328
H6 2.98488 -0.75523 -1.18942  0.317
H7 3.74960 0.39409 -2.37069  0.404
H8 2.64790 -0.72609 -2.90531  0.422
H9 0.51763 1.99907 -3.48840  0.435
H10 0.96507 0.54563 -4.14205  0.321
H11 2.23360 1.85834 -3.97032  0.418
H12 -0.22096 0.13781 0.57983  -0.019
H13 1.47353 0.19289 0.35740  0.011
H14 -3.30119 1.16225 -1.84639  0.260
H15 -2.24401 0.48586 -0.94870  0.302
O2 -2.85765 1.23140 -0.99619  -0.654
H16 3.14253 2.68923 0.56906  0.406
H17 4.56620 3.10766 0.36703  0.283
O3 3.67371 3.37962 0.15056  -0.632
H18 -2.65829 3.12211 2.97034  0.283
H19 -1.81998 2.68947 1.79057  0.320
O4 -2.72292 2.60876 2.15640  -0.669
H20 1.08166 3.59042 0.73799  0.359
H21 0.83526 2.04405 0.79364  0.435
O5 0.61341 2.90081 1.20709  -0.724
H22 -0.37846 -3.37049 1.39696  0.268
H23 1.16610 -3.47200 1.14646  0.260
O6 0.33968 -3.05654 0.85093  -0.493
H24 -1.07807 -1.22348 2.48140  0.377
H25 -0.52822 -0.92419 3.97710  0.270
O7 -0.33222 -0.91671 3.04656  -0.651
H26 0.83474 0.61009 3.26515  0.321
H27 1.10736 2.00426 2.68393  0.363
O8 1.50679 1.29846 3.22054  -0.665
H28 0.29840 -4.32458 -1.14420  0.336
H29 1.28795 -4.10418 -2.21674  0.302
O9 0.35066 -4.32524 -2.11467  -0.657
H30 3.71636 1.33290 2.72160  0.281
H31 3.19650 0.48489 1.64778  0.289
O10 3.70187 1.27808 1.76028  -0.662
H32 -2.71120 -3.92510 -1.05679  0.316
H33 -1.62955 -4.25328 -2.04707  0.313
O11 -2.31342 -3.60013 -1.85982  -0.664
H34 -3.73128 1.15708 1.95169  0.351
H35 -4.91920 0.74656 1.21121  0.312
O12 -4.18076 0.32736 1.67062  -0.666
H36 -1.78182 -1.19107 0.28638  0.314
H37 -2.90992 -1.04754 1.30106  0.370
O13 -2.10601 -1.57155 1.14195  -0.702

***

# CHI3S

A structure of composition CHI3S (the ωB97M-V functional and the def2-TZVPD basis, the Open Molecules 2025 dataset).

## Properties
orbital gap (spin up / spin down)	7.05 / 5.88	eV
energy relative to the best compared isomer or geometry (same formula, charge and spin)	345.7	kJ/mol
lowest unoccupied orbital energy (spin up / spin down)	-1.25 / -1.66	eV

Last column: Mulliken charge in e.
Geometry (Å):
C1 -3.19330 -0.17581 0.03413  -0.407
S1 -1.01792 2.13957 -0.25674  -0.347
I1 -3.03954 1.24091 -1.44685  0.347
I2 -4.05154 0.38824 1.86260  0.136
I3 -3.66815 -2.25780 -0.41205  0.087
H1 -0.65529 0.96718 -0.91921  0.184

***

# C15H17Br3ClN2O

A structure of composition C15H17Br3ClN2O (the ωB97M-V functional and the def2-TZVPD basis, the Open Molecules 2025 dataset).

## Properties
orbital gap	8.59	eV
energy relative to the best compared isomer or geometry (same formula, charge and spin)	0.0	kJ/mol
lowest unoccupied orbital energy	-4.16	eV
charge	+1

Last column: Mulliken charge in e.
Geometry (Å):
C1 -3.22246 1.33233 -1.19394  -1.131
C2 -2.25899 2.10830 -0.32623  -0.318
O1 -1.21040 1.23393 0.08645  -0.142
C3 -0.00157 1.84091 0.45957  -0.360
C4 1.14567 0.89484 0.10033  -0.305
N1 0.88043 0.26597 -1.21164  0.252
C5 0.90057 1.08583 -2.27481  -0.133
C6 0.50166 0.65233 -3.50771  0.034
Cl1 0.53972 1.73352 -4.82801  -0.154
C7 0.06014 -0.65857 -3.65017  -0.576
C8 0.05325 -1.48089 -2.54668  -0.288
C9 0.47326 -1.02377 -1.31454  0.751
C10 0.47993 -1.91373 -0.13052  -0.294
C11 -0.70382 -2.26886 0.51108  -0.272
C12 -0.63580 -3.13752 1.59027  -0.509
C13 0.61047 -3.62308 1.98342  -0.324
N2 1.74200 -3.29551 1.36008  -0.542
C14 1.68133 -2.46612 0.32789  -0.196
H1 -3.98382 2.01154 -1.58041  0.421
H2 -3.72432 0.54658 -0.63078  0.290
H3 -2.70775 0.88693 -2.04683  0.220
H4 -2.77297 2.50843 0.55280  0.294
H5 -1.83445 2.95220 -0.88149  0.345
H6 0.12019 2.81318 -0.03044  0.481
H7 0.03644 1.99965 1.54246  0.188
H8 2.08797 1.43757 0.03507  0.375
H9 1.22955 0.12294 0.85132  -0.347
H10 1.22293 2.10328 -2.10700  0.463
H11 -0.26173 -1.01931 -4.61827  0.497
H12 -0.26514 -2.50950 -2.63632  0.532
H13 -1.65547 -1.86174 0.19237  0.488
H14 -1.52450 -3.43641 2.12914  0.439
H15 0.69430 -4.29496 2.82911  0.384
H16 2.61674 -2.22820 -0.17031  0.419
C15 1.99665 1.33023 4.34896  -0.360
Br1 0.12639 1.62934 4.66546  -0.001
Br2 2.28209 -0.32151 3.40053  0.044
Br3 2.79540 2.80729 3.41162  -0.013
H17 2.48611 1.24258 5.30817  0.349

***

Total energy: -7575.34706, -169136.56768, -5729.61661, -33894.17588, -36186.24697, -243501.69748 (eV)